Record 1
ORCA calculation (wB97M-V/def2-TZVPD) on a cluster of 5 separate species, C7H21NO4 in total in a non-equilibrium geometry.

The geometry in XYZ format:
```
33
Properties=species:S:1:pos:R:3:forces:R:3:mulliken_charge:R:1
O -3.104129 1.575622 -0.888428 -0.1053 -0.1909 -0.2840 -0.633
O -0.660461 -1.910379 2.599346 0.1761 0.1528 0.1834 -0.703
O 3.354837 -1.053049 -0.512749 0.3935 0.0291 -1.4736 -0.630
O -2.046827 2.117686 2.149570 0.3777 0.2021 0.0793 -0.622
N -1.332309 -2.330051 -0.613977 -0.3914 0.7971 0.6630 -0.610
C -0.073147 -1.559264 -0.564881 -0.2398 -1.1279 -1.0304 -0.255
C 1.689608 0.263776 1.327873 -0.5197 0.9887 0.3433 -1.464
C 1.311714 1.823400 -0.496011 0.6259 0.0283 0.8198 -0.755
C -0.307597 -0.102250 -0.147091 -1.2232 -0.4573 -0.5460 -0.568
C 0.552381 -1.553571 -1.963926 -0.2247 0.2184 -0.8842 -1.660
C 0.489181 2.837095 -0.729568 -0.2704 -0.1839 -1.0872 -0.676
C 0.927529 0.640757 0.300146 -0.6373 -0.5384 -0.1754 1.200
H -0.562775 -1.739094 1.654996 -0.3293 -0.1776 0.1485 0.269
H -3.353363 1.129081 -0.072414 0.0985 0.2239 0.1183 0.311
H -1.426676 1.697142 2.760011 -0.1860 -0.1867 -0.0745 0.302
H -2.040261 -1.811736 -1.122267 -0.0021 -0.1830 -0.1947 0.267
H 0.811300 3.767105 -1.176410 0.2129 -0.0248 -0.0233 0.326
H -1.595473 -2.094261 2.727270 0.0092 -0.0480 -0.1352 0.300
H 0.473722 -2.164217 0.163928 0.8063 0.4675 -0.0168 0.653
H -0.201131 -1.208776 -2.687207 -0.1249 0.6508 0.4719 0.388
H 1.294445 -0.307209 2.159295 0.1920 -0.6486 -0.3031 0.276
H -1.170689 -3.221818 -1.058567 -0.1040 -0.0100 -0.1316 0.260
H -1.553603 2.904273 1.880379 -0.1649 -0.0702 -0.0652 0.311
H 2.651531 -1.587065 -0.138156 0.4111 0.1537 0.6471 0.326
H -1.229145 -0.086203 0.445757 0.5434 0.2352 0.8077 0.652
H -0.586530 2.698517 -0.704923 -0.0012 -0.0033 0.5014 0.053
H 2.382030 1.891624 -0.656116 0.0781 0.3510 -0.0560 0.367
H 4.046633 -0.798507 0.096608 -0.3226 -0.4054 0.5460 0.298
H 1.404897 -0.881282 -2.041491 0.1978 -0.1968 -0.0698 0.353
H -0.697899 0.339623 -1.066963 0.2184 0.3410 0.0018 0.563
H -2.821738 2.455597 -0.629470 -0.0815 -0.0078 0.1837 0.298
H 0.737414 -2.503098 -2.472285 0.6365 -0.4141 0.8727 0.405
H 2.636520 0.770537 1.477737 -0.0490 0.0353 0.1630 0.399
```
Forces are in eV/Å.

E_LUMO in eV: 0.505
HOMO-LUMO gap in eV: 9.398
HOMO level in eV: -8.893
Relative energy (zero: lowest compared OMol25 entry of this formula, charge and spin) in kJ/mol: 110.4
Structure (SMILES): C=CC(=C)C[C@H](C)N.O.O.O.O
Calculated total energy in Ha: -634.9451

Record 2
ORCA calculation (wB97M-V/def2-TZVPD) on a structure of composition C7H22AgN3O4Y in a non-equilibrium geometry.

The geometry in XYZ format:
```
38
Properties=species:S:1:pos:R:3:forces:R:3:mulliken_charge:R:1
Ag 2.023283 -1.802279 -0.132880 -0.9566 -0.2128 -0.4137 0.662
Y 4.549811 1.333809 0.492094 -3.0608 -0.6793 -0.1361 1.786
O 2.449431 0.819908 0.349052 4.0871 0.9866 0.9248 -0.521
O 2.681704 -1.077276 -2.279857 -0.1013 0.2475 0.5414 -0.508
O -0.652698 1.381110 -1.310545 0.2438 -0.6442 -0.1032 -0.615
O -2.331204 -0.238830 3.522020 0.7841 -0.2815 -0.0173 -0.303
N -1.017230 3.424611 -2.251025 0.9112 -0.4024 0.2037 -0.428
N 1.054297 2.867844 -1.296720 -0.6473 -0.0214 -0.4068 -0.307
N -0.277375 -0.778832 0.488687 -0.0977 -1.3069 0.0041 -0.034
C 1.488002 -0.588835 -2.992951 -0.5882 1.1387 -0.0658 -0.050
C -1.730270 0.034881 2.292898 -0.5308 0.5499 0.4373 -0.492
C -3.329027 -1.238691 3.503568 -0.5884 0.1693 0.1812 -0.635
C 0.268027 -1.416726 2.747136 0.1120 -1.3451 -0.1940 -1.229
C -0.241594 2.480655 -1.634556 -0.6637 1.4618 -0.1164 0.560
C 0.658855 -1.759226 -3.387255 0.9874 -0.8146 -1.1636 -1.197
C -0.869469 -1.146730 1.767149 0.8820 0.6721 0.3979 0.359
H 1.399757 3.792778 -1.483570 0.0849 -0.0458 0.0348 0.203
H 3.295010 -0.338252 -2.264615 0.1842 -0.0848 -0.3754 0.197
H 0.498278 -0.152799 0.590495 -0.5686 0.8909 0.0765 -0.097
H 1.221484 -2.382638 -4.096000 0.1417 0.1261 0.1638 0.367
H 0.700528 -2.394998 2.473508 0.0571 0.1450 0.0890 0.308
H -0.054662 -1.541617 3.779109 -0.1140 0.2395 -0.0053 0.403
H -0.670737 4.349185 -2.446672 0.0501 -0.0660 -0.0732 0.175
H -4.117115 -0.957092 2.797094 0.0117 -0.1847 -0.0534 0.338
H -3.744544 -1.286300 4.505620 -0.0120 0.0775 0.0140 0.278
H -2.944908 -2.238220 3.268979 0.1367 0.0823 -0.1507 0.287
H -1.826789 3.140493 -2.776004 -0.1659 -0.1774 0.2503 0.274
H -1.479501 -2.040998 1.657036 -0.0903 0.0104 -0.1084 0.359
H 1.788043 0.044265 -3.834341 0.3908 -0.5901 -0.2364 0.478
H 1.563631 2.162759 -0.803258 0.0164 0.2844 -0.0617 0.206
H 1.873994 1.149026 1.067371 -0.2027 -0.0580 -0.1430 0.312
H 1.099820 -0.697622 2.726925 -0.3222 0.3409 -0.0597 0.178
H -2.507243 0.386232 1.596841 0.2227 -0.4034 -0.3204 0.462
H 0.931078 0.136210 -2.383039 0.1010 -0.5071 0.4523 0.163
H -0.180248 -1.443005 -4.003872 -0.4760 0.0055 0.6427 0.371
H -0.977999 -0.419447 -0.155524 0.5278 0.1200 -0.3542 0.198
H 0.454772 -2.438964 -2.559094 -0.6648 0.2975 0.1240 0.273
H -1.047191 0.875612 2.466194 -0.0814 -0.0206 0.0209 0.217
```
Forces are in eV/Å.

E_LUMO in eV: -14.802
HOMO-LUMO gap in eV: 2.054
HOMO level in eV: -16.856
Calculated total energy in Ha: -929.2218
Total charge: +3

Record 3
ORCA calculation (wB97M-V/def2-TZVPD) on a structure of composition C7H22Br6N10O5 in a non-equilibrium geometry.

The geometry in XYZ format:
```
50
Properties=species:S:1:pos:R:3:forces:R:3:mulliken_charge:R:1
Br 2.620014 -0.221302 -4.284675 -1.3551 0.2685 -0.2910 -0.047
Br 0.448166 1.652156 -5.901032 0.1472 -0.2597 0.3971 -0.020
Br 1.084959 -2.727477 1.186835 -0.7435 -0.2048 -1.7399 -0.072
Br -1.613392 -2.700121 -0.945714 1.2202 -0.2536 0.3960 -0.079
Br 1.404482 -3.433808 -2.035301 -0.4573 0.1059 0.5031 -0.067
Br -0.624421 -0.658213 -3.940294 -0.0823 0.1855 0.5721 0.048
O 3.600223 1.558196 4.527428 0.4716 -0.0950 -0.2607 -0.651
O 2.962557 0.481109 -0.328785 -0.4532 0.1311 0.9945 -0.648
O -6.433059 0.003871 -0.480086 -0.7280 -0.9781 -0.1572 -0.643
O -1.792006 1.471535 -0.440518 -1.6120 0.0175 -0.4940 -0.666
O -1.442526 -1.208694 2.407549 0.8023 -0.2548 0.1099 -0.623
N -0.005044 0.585416 0.486709 1.7254 -2.1277 1.7223 0.266
N 0.248700 2.028157 -1.172039 0.7340 2.1324 -3.1663 -0.349
N -3.501620 -1.890994 3.025133 -0.9235 0.4539 1.0648 -0.484
N 5.159274 0.761319 -0.437525 1.5208 0.4168 0.5316 -0.401
N 3.954672 0.162455 2.700411 -1.2521 1.5791 -0.1541 -0.441
N 1.761623 0.923064 3.422742 0.9540 -0.1837 -0.2761 -0.264
N 4.162915 -1.015590 -1.371196 0.4658 -3.8630 -1.6938 -0.307
N -5.112563 1.727675 -1.028794 1.7206 -0.4869 -0.3864 -0.551
N -4.324165 -0.549854 -1.144346 -3.0433 0.0705 0.6374 -0.185
N -3.133338 0.117824 1.910203 -0.2780 1.4063 -1.1046 -0.232
C -0.571755 1.348764 -0.408851 -1.3462 0.3882 0.3599 0.490
C -2.640388 -0.973205 2.459752 0.2250 -1.0769 -0.0239 0.502
C 0.774228 -0.064029 -5.072875 0.9479 -0.5911 -0.7779 -0.345
C 0.337545 -2.499782 -0.715487 -0.0466 -0.4325 1.2100 0.616
C -5.350100 0.326878 -0.904931 0.5459 2.1673 1.2451 0.472
C 4.077241 0.049487 -0.656930 -1.8629 2.1659 -0.1840 0.726
C 3.140256 0.957315 3.574533 -0.5686 -0.5215 1.0276 0.470
H 5.037055 -1.509544 -1.446461 0.0130 -0.0187 -0.0184 0.221
H 3.343377 -1.598007 -1.292737 -0.0229 -0.1936 -0.3900 0.042
H 0.486166 -1.456129 -0.824719 0.2159 0.7282 -0.4184 -0.428
H -4.186377 2.143228 -0.893952 0.2941 -1.0608 -0.6593 0.297
H -4.485115 -1.600057 3.203460 1.2737 -0.2527 -0.2095 0.228
H -4.104434 0.314240 1.929606 -0.7510 -0.0263 -0.0956 0.240
H 4.890825 0.552927 2.757047 -0.0368 -0.1878 0.1043 0.320
H -0.175088 2.524256 -1.987960 0.7465 -0.7472 1.2719 0.243
H -0.606848 -0.044553 0.997694 0.1185 -0.2003 0.5004 -0.245
H -3.033275 -2.248004 3.851189 -0.3955 -0.4490 -0.1286 0.297
H 1.265897 1.224991 4.270680 0.1820 -0.2766 -1.1314 0.212
H -3.518454 -0.137586 -1.504371 1.7061 -0.1254 -0.9434 0.159
H 1.210615 1.737530 -1.224609 0.1846 0.1076 -0.1154 0.172
H -5.630545 2.237287 -0.365470 -1.5787 0.2373 0.6028 0.268
H -4.760946 -1.462673 -1.291273 1.2682 0.2448 -0.2671 0.199
H -2.630264 0.450082 1.086141 -0.1762 0.4645 0.2146 -0.009
H 4.976492 1.496226 0.154149 -0.2799 2.1158 1.3193 0.245
H 1.316203 0.461118 2.632185 -0.0479 0.1758 0.8181 0.208
H 3.588642 0.334363 1.759239 0.1831 -0.5254 0.0188 0.085
H 6.062911 0.774763 -0.837276 0.5169 -0.7455 -0.6046 0.162
H 0.762729 -0.804146 -5.877468 0.2822 0.4488 0.1861 0.346
H 0.997961 0.397554 0.472989 -0.4239 0.1267 -0.1162 0.224
```
Forces are in eV/Å.

E_LUMO in eV: -0.692
HOMO-LUMO gap in eV: 9.009
HOMO level in eV: -9.701
Calculated total energy in Ha: -16647.9300

Record 4
ORCA calculation (wB97M-V/def2-TZVPD) on a structure of composition C7H23ClN2NbO in a non-equilibrium geometry.

The geometry in XYZ format:
```
35
Properties=species:S:1:pos:R:3:forces:R:3:mulliken_charge:R:1
Nb 1.408420 2.194947 2.396569 -0.9844 -3.3722 0.2721 -0.509
Cl 0.499617 -0.034519 2.963758 0.3089 0.8525 0.0087 -0.516
O -1.757177 -1.958920 -1.286129 -0.0531 -0.0741 -0.0822 -0.360
N 1.013181 4.992656 -1.902093 0.2181 0.0213 0.0675 -0.685
N 0.190396 -2.745143 0.734159 -0.2064 0.1570 -0.0589 -0.625
C -2.162474 -2.344233 0.013730 -0.0743 0.0868 0.1991 -0.657
C -2.016123 -2.896253 -2.306670 0.1071 0.1266 -0.0176 -0.690
C 0.865667 2.797491 -0.772560 0.2547 -1.0079 0.1678 -0.332
C 1.609876 1.798050 0.152446 -0.6268 1.7874 0.2351 -1.021
C -1.177459 -3.257766 0.757288 0.0970 -0.1004 -0.1943 0.438
C 1.622150 4.066758 -0.917338 -0.1978 0.7443 -0.3422 -0.448
C -1.183938 -4.703448 0.265251 -0.0794 -0.0721 0.0669 -1.471
H -1.500939 -3.268043 1.802372 -0.0633 0.0616 0.0172 0.392
H -2.110103 -2.344974 -3.242812 -0.0063 0.0240 0.0142 0.249
H -0.642772 -4.814473 -0.674113 0.0045 0.0535 -0.0411 0.267
H 0.436640 -2.563161 -0.235172 0.0529 -0.0387 -0.0038 0.322
H 0.224339 5.456412 -1.467039 -0.1616 -0.0899 0.0171 0.235
H -0.211411 2.977274 2.031714 0.0785 0.7823 -0.3093 0.025
H -2.247543 -1.413119 0.577701 0.0550 0.0317 -0.0376 0.349
H -3.165530 -2.794973 -0.027058 0.0359 -0.0682 -0.0082 0.402
H -2.202900 -5.071758 0.119869 0.0062 0.0090 -0.0127 0.343
H 2.659101 1.840214 -0.097830 0.5500 -0.2039 -0.1790 0.364
H 2.617297 3.831412 -1.257090 0.5206 -0.0574 -0.2618 0.343
H 0.197435 -1.828027 1.177761 0.2016 -0.0950 0.1114 0.149
H -0.128002 2.990285 -0.397802 -0.4243 0.0968 0.1495 0.245
H 1.289014 2.663822 4.172113 0.1086 0.6495 0.0569 0.044
H 2.184702 3.820118 2.251216 -0.0884 -0.3413 0.2088 0.053
H -1.195787 -3.611050 -2.417341 -0.0689 -0.0866 0.0073 0.237
H 3.119812 1.569596 2.574966 0.5033 0.6184 -0.2232 0.027
H 1.681769 5.737302 -2.064201 -0.0121 0.0625 -0.1253 0.231
H 1.731218 4.544039 0.045681 0.0770 0.1028 0.5249 0.281
H -0.692944 -5.346965 0.994893 0.0460 0.0242 0.0080 0.377
H -2.949354 -3.440019 -2.125498 0.0025 -0.0447 0.0184 0.314
H 1.237860 0.814787 -0.092207 -0.0791 -0.6392 0.2960 0.357
H 0.755963 2.341681 -1.748535 -0.1023 -0.0004 -0.5497 0.271
```
Forces are in eV/Å.

E_LUMO in eV: 2.773
HOMO-LUMO gap in eV: 7.370
HOMO level in eV: -4.597
Calculated total energy in Ha: -982.2646
Total charge: -1

Record 5
ORCA calculation (wB97M-V/def2-TZVPD) on a structure of composition C7H23N4O7P2SV in a non-equilibrium geometry.

The geometry in XYZ format:
```
45
Properties=species:S:1:pos:R:3:forces:R:3:mulliken_charge:R:1
V -2.748139 -10.743699 10.219248 0.0501 1.0515 1.0638 0.485
S -3.397994 -11.294467 8.010213 0.1354 -1.7194 -1.2542 -0.362
P -5.183652 -10.190428 12.428039 -0.7393 0.5294 1.0147 0.721
P -2.517916 -9.174589 12.353327 0.9748 0.0405 2.7087 1.112
O -3.407834 -10.781036 14.267149 1.2274 -0.4646 -1.1183 -0.627
O -1.847911 -10.535082 12.096302 -0.0745 0.6550 0.3826 -0.883
O -2.904509 -8.529012 11.070655 -0.3203 0.0326 -0.9381 -0.665
O -6.146922 -8.959061 12.168677 0.5605 0.2276 -1.1466 -0.527
O -4.634586 -10.852302 11.218048 0.2113 -0.4739 -0.6313 -0.620
O -1.683831 -8.254553 13.386429 0.2048 -0.2317 -1.0933 -0.512
O -6.175035 -11.018757 13.294779 -0.3663 -1.3105 0.4746 -0.560
N -2.645716 -12.955000 6.108901 1.0906 -0.4297 -1.6075 -0.462
N -0.703189 -10.422566 9.605697 0.7378 -1.8824 -1.8395 0.189
N -1.903459 -13.648373 8.128387 -0.1533 -1.1160 1.1628 -0.427
N -0.044208 -9.147307 9.473730 0.7579 0.2259 -0.3743 -0.474
C -3.872737 -9.630147 13.536575 0.0029 -0.0125 0.2958 1.308
C -0.870445 -8.438762 7.225659 1.5610 -0.6409 -0.4580 -1.261
C 1.358211 -7.652528 8.106394 0.0937 1.0527 0.2262 -1.570
C 0.420996 -8.841953 8.074285 -1.9630 0.8305 -0.9074 1.398
C -2.584905 -12.733891 7.401227 -0.6029 1.0560 1.5090 0.677
C -4.305795 -8.579436 14.582476 -0.1441 0.3743 -0.1807 -1.728
C 1.142491 -9.977370 7.423194 0.0068 -0.7742 -0.1396 -1.896
H -1.611812 -9.231529 7.178306 -0.0537 -0.1611 0.2251 0.118
H -4.590134 -7.620224 14.139216 0.1805 -0.1196 -0.2015 0.369
H -0.217920 -10.940091 10.332836 0.2549 0.3722 0.4022 0.358
H -3.485491 -8.393250 15.289023 -0.1812 -0.2434 -0.3391 0.395
H 1.676627 -7.373381 7.079092 -0.2308 -0.3602 0.5247 0.376
H 2.014680 -10.222986 8.023607 0.0486 -0.4511 0.0135 0.407
H -2.571654 -11.096561 13.787306 -1.5209 0.3588 0.8493 0.397
H -5.901909 -11.880945 13.672323 0.0407 0.7797 -0.3219 0.391
H -2.933294 -12.199459 5.498162 -0.0811 -0.1819 0.1817 0.274
H -1.691559 -7.304427 13.198984 0.0826 -0.2033 -0.0773 0.352
H 0.484441 -10.829284 7.246371 0.1225 -0.4096 0.2608 0.409
H 2.287982 -7.855371 8.700220 -1.0034 0.3406 -0.2890 0.362
H 0.766704 -6.769918 8.462881 0.8991 -0.5537 0.1425 0.360
H -1.605721 -14.541860 7.657402 -0.4877 1.4125 0.8206 0.236
H 1.481981 -9.771994 6.410469 0.0607 0.5865 0.0662 0.443
H -1.956862 -13.611728 5.710830 -0.8467 0.4397 0.1181 0.223
H -0.433056 -11.013268 8.755222 -0.6991 1.2466 1.2321 0.048
H -5.924797 -8.509623 11.324865 -0.2405 -0.1704 0.5949 0.385
H -0.747402 -8.446751 9.678114 -0.0803 -0.0031 0.1867 0.300
H -5.194133 -8.877098 15.158647 0.3379 -0.3489 -0.2641 0.401
H -0.584812 -8.224615 6.188599 0.0757 -0.0703 0.1076 0.434
H -2.105521 -13.749245 9.158268 0.3497 0.2509 -1.8980 0.228
H -1.323271 -7.536901 7.585859 -0.2788 0.4689 0.5157 0.416
```
Forces are in eV/Å.

Multiplicity: 4
E_LUMO (spin up / spin down) in eV: -3.223 / -3.167
HOMO-LUMO gap (spin up / spin down) in eV: 7.887 / 8.789
HOMO level (spin up / spin down) in eV: -11.109 / -11.956
Calculated total energy in Ha: -3051.1821
Total charge: +1